Entry 1:
DFT (the ωB97M-V functional and the def2-TZVPD basis) results for a gas-phase ion, C4H7N2 (charge +1) at a distorted geometry.

As for the energy above the lowest of the compared OMol25 structures with the same formula, charge and spin: 300.3 kJ/mol. The LUMO energy is -0.187 hartree. As for the HOMO energy: -0.527 Ha. Its SMILES is C/[NH+]=C/C=C=N. As for the net charge: +1. The gap between HOMO and LUMO comes out at 0.3395 Ha. The value obtained for the maximum force is 5.74 eV Å⁻¹. The value obtained for the total energy is -265.79409 Ha.

```
13
C4H7N2 (the ωB97M-V functional and the def2-TZVPD basis)
C 1.702 0.251 0.287
N 0.301 0.193 0.095
C -0.312 -0.639 -0.654
C -1.682 -0.634 -0.841
C -2.481 0.265 -0.201
N -3.312 0.912 0.469
H 2.393 -0.335 -0.278
H 2.141 1.331 0.221
H 2.007 0.055 1.308
H -0.369 0.626 0.701
H 0.288 -1.483 -1.245
H -2.249 -1.164 -1.501
H -3.833 1.652 0.047
```



Entry 2:
DFT (the ωB97M-V functional and the def2-TZVPD basis) results for a gas-phase ion, C4H7N2 (charge +1) at a distorted geometry.

As for the energy above the lowest of the compared OMol25 structures with the same formula, charge and spin: 452.0 kJ/mol. The LUMO energy is -0.163 hartree. As for the HOMO energy: -0.534 Ha. Its SMILES is [H]/N=C1/C=[N+](C)C1. As for the net charge: +1. The gap between HOMO and LUMO comes out at 0.3712 Ha. The value obtained for the maximum force is 4.63 eV Å⁻¹. The value obtained for the total energy is -265.73634 Ha.

```
13
C4H7N2 (the ωB97M-V functional and the def2-TZVPD basis)
H -3.496 -0.488 0.256
N -2.810 0.165 -0.012
C -1.643 0.050 -0.092
C -0.242 1.308 -0.006
N 0.509 0.328 0.103
C 2.015 0.112 -0.106
C -0.413 -0.866 0.033
H 0.099 2.309 -0.023
H 2.547 1.003 0.075
H 2.065 -0.293 -1.072
H 2.146 -0.635 0.632
H -0.649 -1.415 1.049
H -0.128 -1.577 -0.837
```



Entry 3:
DFT (the ωB97M-V functional and the def2-TZVPD basis) results for a gas-phase ion, C4H7N2 (charge +1) at a distorted geometry.

As for the energy above the lowest of the compared OMol25 structures with the same formula, charge and spin: 313.8 kJ/mol. The LUMO energy is -0.215 hartree. As for the HOMO energy: -0.601 Ha. Its SMILES is C[N+]1=CC=NC1. As for the net charge: +1. The gap between HOMO and LUMO comes out at 0.3854 Ha. The value obtained for the maximum force is 5.02 eV Å⁻¹. The value obtained for the total energy is -265.78895 Ha.

```
13
C4H7N2 (the ωB97M-V functional and the def2-TZVPD basis)
C 0.611 1.183 0.667
N -0.079 0.149 -0.012
C -1.321 -0.089 -0.318
C -1.487 -1.400 -1.011
N -0.478 -2.198 -0.972
C 0.580 -1.420 -0.448
H 1.610 0.791 1.007
H 0.838 2.072 0.050
H 0.114 1.665 1.436
H -2.149 0.593 -0.426
H -2.408 -1.895 -1.285
H 1.513 -1.305 -1.140
H 0.833 -1.731 0.506
```



Entry 4:
DFT (the ωB97M-V functional and the def2-TZVPD basis) results for a gas-phase ion, C4H7N2 (charge +1) at a distorted geometry.

As for the energy above the lowest of the compared OMol25 structures with the same formula, charge and spin: 413.8 kJ/mol. The LUMO energy is -0.138 hartree. As for the HOMO energy: -0.499 Ha. Its SMILES is CC(=[NH2+])N1C=C1. As for the net charge: +1. The gap between HOMO and LUMO comes out at 0.3611 Ha. The value obtained for the maximum force is 2.67 eV Å⁻¹. The value obtained for the total energy is -265.75086 Ha.

```
13
C4H7N2 (the ωB97M-V functional and the def2-TZVPD basis)
C 1.173 0.322 0.879
C 0.176 0.046 -0.242
N 0.635 0.112 -1.517
N -1.114 -0.022 -0.019
C -2.424 -0.404 -0.546
C -2.284 -0.411 0.751
H 1.931 -0.537 1.025
H 1.764 1.281 0.768
H 0.662 0.383 1.869
H 1.594 0.173 -1.554
H 0.111 0.257 -2.429
H -2.942 -0.339 -1.534
H -2.535 -0.417 1.798
```



Entry 5:
DFT (the ωB97M-V functional and the def2-TZVPD basis) results for a gas-phase ion, C4H7N2 (charge +1) at a distorted geometry.

As for the energy above the lowest of the compared OMol25 structures with the same formula, charge and spin: 410.0 kJ/mol. The LUMO energy is -0.148 hartree. As for the HOMO energy: -0.590 Ha. Its SMILES is C1=N[N@@H+]2C[C@@H]2C1. As for the net charge: +1. The gap between HOMO and LUMO comes out at 0.4420 Ha. The value obtained for the maximum force is 5.20 eV Å⁻¹. The value obtained for the total energy is -265.75230 Ha.

```
13
C4H7N2 (the ωB97M-V functional and the def2-TZVPD basis)
C -1.657 -0.217 -0.156
N -1.376 1.021 -0.058
N 0.061 1.179 0.263
C 1.356 0.572 -0.477
C 0.608 -0.207 0.565
C -0.460 -1.138 -0.040
H -2.616 -0.430 -0.343
H 0.359 1.840 0.956
H 1.286 0.441 -1.476
H 2.208 1.158 -0.164
H 1.089 -0.544 1.439
H -0.115 -1.546 -1.113
H -0.741 -2.127 0.605
```



Entry 6:
DFT (the ωB97M-V functional and the def2-TZVPD basis) results for a gas-phase ion, C4H7N2 (charge +1) at a distorted geometry.

As for the energy above the lowest of the compared OMol25 structures with the same formula, charge and spin: 167.5 kJ/mol. The LUMO energy is -0.148 hartree. As for the HOMO energy: -0.528 Ha. Its SMILES is Cc1c[nH]c[nH+]1. As for the net charge: +1. The gap between HOMO and LUMO comes out at 0.3799 Ha. The value obtained for the maximum force is 5.68 eV Å⁻¹. The value obtained for the total energy is -265.84468 Ha.

```
13
C4H7N2 (the ωB97M-V functional and the def2-TZVPD basis)
C 0.290 2.035 0.908
C 0.131 0.652 0.148
C 1.090 -0.291 -0.116
N 0.479 -1.402 -0.536
C -0.876 -1.313 -0.472
N -1.144 0.080 -0.135
H 1.395 1.925 1.050
H -0.153 1.997 2.007
H 0.058 3.029 0.403
H 2.127 -0.109 0.230
H 1.100 -2.238 -0.820
H -1.490 -2.034 -0.968
H -2.187 0.190 -0.012
```



Entry 7:
DFT (the ωB97M-V functional and the def2-TZVPD basis) results for a molecular structure, C4H7N2 at a distorted geometry.

As for the energy above the lowest of the compared OMol25 structures with the same formula, charge and spin: 627.1 kJ/mol. The LUMO energy is -0.179 hartree. As for the HOMO energy: -0.569 Ha. As for the net charge: +1. The gap between HOMO and LUMO comes out at 0.3895 Ha. The value obtained for the maximum force is 3.78 eV Å⁻¹. The value obtained for the total energy is -265.66963 Ha.

```
13
C4H7N2 (the ωB97M-V functional and the def2-TZVPD basis)
C -2.815 -0.552 -0.025
C -2.077 0.747 0.012
C 0.376 -0.049 0.046
C 2.468 -0.855 0.000
N -1.759 -1.293 0.015
N -0.926 -0.179 0.042
H -3.843 -0.841 -0.070
H -2.119 1.380 -0.876
H -2.199 1.343 0.916
H 2.431 -1.377 -0.942
H 0.700 0.986 0.047
H 2.897 0.129 0.025
H 2.499 -1.455 0.893
```



Entry 8:
DFT (the ωB97M-V functional and the def2-TZVPD basis) results for 2 unconnected molecules or ions with the total composition C4H7N2 at a distorted geometry.

As for the energy above the lowest of the compared OMol25 structures with the same formula, charge and spin: 580.9 kJ/mol. As for the multiplicity: 3. The LUMO energy (alpha / beta) is -0.167 / -0.257 hartree. As for the HOMO energy (alpha / beta): -0.420 / -0.525 Ha. As for the net charge: +1. The gap between HOMO and LUMO (alpha / beta) comes out at 0.2528 / 0.2680 Ha. The value obtained for the maximum force is 7.05 eV Å⁻¹. The value obtained for the total energy is -265.50324 Ha.

```
13
C4H7N2 (the ωB97M-V functional and the def2-TZVPD basis)
C 1.201 0.593 -0.202
C -0.037 1.334 0.053
C -0.190 -1.070 0.422
C 0.936 -0.860 -0.397
N 2.069 -0.241 0.154
N -1.035 0.217 0.089
H -0.071 1.924 1.004
H -0.250 2.008 -0.696
H -0.875 -1.851 0.209
H -0.021 -0.942 1.451
H 1.461 -1.590 -2.044
H -1.772 0.425 0.819
H -1.415 0.055 -0.860
```